Record 1
The following is a quantum chemistry calculation of a structure of composition C35H52AuP3SbSe at a distorted geometry, from the Open Molecules 2025 dataset.

Structure (XYZ):
```
93
Properties=species:S:1:pos:R:3:mulliken_charge:R:1
Au 1.08457 -0.28340 -0.03942 0.924
P -1.51051 -2.54193 -0.39672 0.895
P 0.79518 -0.95795 2.20450 0.779
P 0.97292 -0.23787 -2.37457 0.626
H 6.76413 1.17076 1.01410 0.372
C 6.33974 1.89411 0.30974 -0.729
C 5.02410 2.17721 0.21024 -0.428
H 4.27180 1.70893 0.83678 0.292
C -0.76697 -4.21413 -0.63990 -1.203
C -2.73395 -2.90033 0.91637 -1.036
C -2.59152 -2.45375 -1.89068 -1.106
C 2.36483 -0.49201 2.99009 -1.103
C -0.54673 -0.37827 3.30344 -0.813
C 0.69104 -2.76573 2.38447 -0.477
C 2.51476 0.55983 -2.89069 -1.130
C -0.38169 0.50316 -3.31889 -0.826
C 1.00387 -1.95309 -2.94751 -0.734
H 7.10642 2.43130 -0.26523 0.284
H 4.74496 2.95746 -0.48139 0.231
H -1.54519 -4.99962 -0.68049 0.451
H -0.07281 -4.42583 0.18545 0.293
H -0.18078 -4.22456 -1.57114 0.368
H -3.21416 -3.89193 0.77555 0.522
H -3.51523 -2.11083 0.93631 0.134
H -2.23141 -2.88907 1.90778 0.258
H -3.43846 -3.16350 -1.84379 0.466
H -2.01053 -2.64910 -2.80853 0.494
H -2.98956 -1.42799 -1.96444 -0.014
H 2.48258 -1.03366 3.93698 0.460
H 2.34822 0.59327 3.16063 0.357
H 3.17665 -0.74792 2.29532 0.241
H -0.33010 -0.63339 4.35155 0.576
H -1.49860 -0.85080 3.02605 0.143
H -0.67089 0.70843 3.23740 0.137
H 0.84455 -3.04437 3.43550 0.586
H 1.46759 -3.24101 1.77202 -0.336
H -0.28922 -3.13556 2.05909 -0.056
H 2.67774 0.37246 -3.95750 0.493
H 3.34277 0.15157 -2.29626 0.205
H 2.42668 1.63729 -2.70003 0.371
H -0.08588 0.53396 -4.37603 0.522
H -0.63007 1.51923 -2.99459 0.099
H -1.28312 -0.11267 -3.23494 0.231
H 1.39539 -1.94929 -3.97005 0.617
H -0.01566 -2.36012 -2.94558 -0.013
H 1.64326 -2.55769 -2.29714 -0.018
C 4.76078 -3.27890 -0.55607 -0.121
C 4.80439 -1.88826 -0.30494 0.103
C 5.91620 -1.13216 -0.68500 -0.127
C 6.99267 -1.73596 -1.34281 -0.397
C 6.89946 -3.08571 -1.70958 -0.758
C 5.80240 -3.85489 -1.30313 -0.353
Se 3.41758 -4.45500 0.08967 0.267
H 3.02477 -4.72086 -1.31679 0.213
H 3.95899 -1.40136 0.16657 0.479
H 5.89022 -0.07220 -0.43683 0.231
H 7.87835 -1.15966 -1.61041 0.472
H 7.72006 -3.49664 -2.31298 0.392
H 5.70440 -4.90933 -1.55970 0.474
C -6.33897 0.01554 2.45192 -0.658
C -6.13004 -0.26228 1.09666 -0.608
C -4.90512 0.00810 0.49302 -0.363
C -3.85341 0.59570 1.21617 0.933
C -4.04412 0.82972 2.57130 -0.110
C -5.26709 0.56774 3.20050 -0.786
Sb -1.89392 1.10068 0.20217 -0.244
C -2.60794 2.49692 -1.38600 0.543
C -1.81358 3.60038 -1.69447 -0.556
C -2.05732 4.35540 -2.85398 -0.617
C -3.10039 3.99016 -3.71765 -0.568
C -3.90325 2.88751 -3.40748 -0.763
C -3.66095 2.13979 -2.23759 -0.141
C -1.52893 2.82512 1.55604 0.390
C -2.54908 3.70908 1.90463 -0.358
C -2.32455 4.70895 2.85995 -0.646
C -1.06417 4.83987 3.46020 -0.677
C -0.02934 3.96574 3.09673 -0.474
C -0.25635 2.98818 2.11418 -0.611
H -7.29478 -0.19139 2.92057 0.444
H -6.93598 -0.70276 0.49573 0.426
H -4.76701 -0.17410 -0.57776 0.119
H -3.25505 1.29738 3.17354 0.408
H -5.41090 0.77647 4.26244 0.450
H -0.98017 3.90215 -1.05707 0.429
H -1.42719 5.21019 -3.10270 0.428
H -3.27767 4.54290 -4.64331 0.421
H -4.71031 2.57854 -4.07181 0.447
H -4.28313 1.28217 -2.00779 0.273
H -3.54236 3.60751 1.46293 0.452
H -3.13714 5.39029 3.12510 0.448
H -0.90046 5.61043 4.21282 0.423
H 0.94846 4.05912 3.57119 0.443
H 0.58123 2.34817 1.82800 0.427
```

Results
LUMO energy (alpha / beta) in eV: -7.772 / -12.143
⟨S²⟩: 2.027
Relative energy (zero: lowest compared OMol25 entry of this formula, charge and spin) in kcal per mole: 3.81
2S+1: 3
Charge: +3

***

Record 2
The following is a quantum chemistry calculation of a cluster of 3 separate species, C35H52BN4O6PS in total at a distorted geometry, from the Open Molecules 2025 dataset.

Structure (XYZ):
```
100
Properties=species:S:1:pos:R:3:mulliken_charge:R:1
C 1.77758 -4.83951 1.42362 -1.020
C 0.25735 -4.89494 1.19906 -0.124
O -0.48558 -4.01873 2.02824 -0.473
C -0.19632 -2.65895 1.78083 -0.575
C -0.69714 -2.15443 0.41320 -0.421
O 0.36729 -1.63789 -0.37585 -0.113
C 0.08425 -1.62558 -1.75490 -0.665
C -0.04401 -0.20358 -2.31216 -0.390
O 1.19002 0.46240 -2.25168 -0.147
C 1.06523 1.87402 -2.17068 -1.541
C 0.83944 2.26130 -0.71528 0.192
C -0.42176 2.51179 -0.30904 -0.358
C -0.71163 2.83586 1.05186 0.506
C -2.15696 3.07051 1.47260 -0.785
C -2.96364 3.83789 0.41192 -0.538
C -4.44895 4.02458 0.85309 -0.807
C -5.21233 2.71132 0.53445 -0.394
C -6.73516 2.97206 0.70348 -0.969
C -7.49006 1.73620 1.26330 -0.460
C -8.86332 2.21334 1.82252 -0.794
C -10.01404 1.21068 1.55213 -0.404
O -10.69935 0.93326 2.77211 -0.344
C -12.07952 1.25536 2.75500 -0.652
C 0.31523 2.89828 1.91122 -0.278
C 1.65438 2.65318 1.53471 -0.058
N 2.60636 2.71814 2.51023 -0.536
C 3.80974 2.49190 2.05667 0.937
C 4.96530 2.55584 3.04918 -0.905
B 4.46568 2.99266 4.50993 0.370
O 4.78111 2.18612 5.57773 -0.554
O 3.76446 4.15719 4.77670 -0.534
C 4.10571 2.20176 0.68572 -0.281
P 5.86247 1.96350 0.17122 0.337
S 6.94544 3.58006 0.34206 -0.446
N 3.18934 2.09667 -0.24302 -0.216
C 1.91920 2.33641 0.20435 0.250
H 2.03061 -4.52940 2.44281 0.327
H 2.19439 -4.07301 0.75492 0.143
H 2.28004 -5.77979 1.18409 0.373
H -0.06669 -5.90790 1.47251 0.401
H -0.00920 -4.79521 0.13488 0.184
H 0.86027 -2.40030 1.94502 0.320
H -0.74626 -2.09174 2.54182 0.345
H -1.39970 -1.32232 0.58818 0.095
H -1.24323 -2.97674 -0.06797 0.494
H 0.89356 -2.10631 -2.32804 0.231
H -0.84870 -2.14502 -2.01595 0.468
H -0.85032 0.28387 -1.74479 0.293
H -0.41652 -0.30978 -3.34843 0.317
H 0.22510 2.26550 -2.76197 0.411
H 1.96673 2.37488 -2.53563 0.501
H -1.21343 2.42507 -1.04493 0.305
H -2.14435 3.65257 2.40424 0.401
H -2.62435 2.10961 1.72950 0.265
H -2.48070 4.81732 0.29635 0.362
H -3.00534 3.31882 -0.54847 0.233
H -4.85951 4.79751 0.19203 0.328
H -4.50730 4.27567 1.91492 0.392
H -4.98724 2.35549 -0.47583 0.308
H -4.93787 1.96482 1.28937 0.211
H -7.22087 3.36344 -0.19684 0.366
H -6.82780 3.74699 1.48067 0.416
H -7.61114 1.03437 0.42738 0.316
H -6.88796 1.27870 2.05443 0.322
H -8.73870 2.43234 2.88566 0.378
H -9.09222 3.15456 1.30638 0.329
H -9.61842 0.25958 1.17279 0.301
H -10.66019 1.64694 0.78097 0.327
H -12.51350 1.27452 1.74790 0.311
H -12.60111 0.46740 3.31370 0.235
H -12.28080 2.21350 3.25644 0.244
H 0.11702 3.12199 2.95844 0.539
H 5.38898 1.54943 3.16363 0.292
H 5.72768 3.28583 2.75143 0.329
H 4.09668 2.26366 6.25580 0.304
H 4.19887 4.94512 4.43578 0.296
H 6.46994 0.91133 0.88546 0.112
H 5.84812 1.56358 -1.18183 0.096
C 4.42663 -1.31685 -4.43537 -0.642
C 5.76218 -1.61200 -4.22812 -0.154
C 6.23811 -1.61584 -2.92760 -0.806
N 5.48576 -1.34840 -1.85722 -0.438
C 4.19943 -1.06472 -2.07857 -0.403
C 3.62511 -1.03785 -3.34214 -0.121
H 4.01487 -1.30442 -5.43704 0.419
H 6.42098 -1.83580 -5.05667 0.441
H 7.27743 -1.84586 -2.71557 0.403
H 3.60701 -0.84723 -1.19588 0.804
H 2.57991 -0.80170 -3.46039 0.458
C 6.59561 -5.21439 -3.97067 -0.255
C 5.41480 -4.96031 -3.29411 0.176
C 4.50914 -5.99967 -3.14328 -0.537
N 4.70668 -7.23032 -3.61558 -0.534
C 5.84837 -7.45379 -4.26535 -0.246
C 6.82198 -6.48740 -4.46828 -0.462
H 7.33038 -4.43035 -4.10867 0.359
H 5.20026 -3.98098 -2.89143 0.332
H 3.57242 -5.84781 -2.61750 0.465
H 5.98079 -8.46316 -4.63992 0.347
H 7.73182 -6.72676 -5.00199 0.364
```

Results
SMILES: CCOCCOCCOCc1cc(CCCCCCCCOC)cc2nc(CB(O)O)c([PH2]=S)nc12.c1ccncc1.c1ccncc1
LUMO energy in eV: -0.474

***

Record 3
The following is a quantum chemistry calculation of a structure of composition C35H52Cl2HfO4P4 at a distorted geometry, from the Open Molecules 2025 dataset.

Structure (XYZ):
```
98
Properties=species:S:1:pos:R:3:mulliken_charge:R:1
P -0.43701 1.46981 -4.42056 2.075
C -1.58218 0.58383 -5.46205 0.567
C -2.53698 1.29632 -6.21877 -0.017
H -2.65582 2.37051 -6.06737 0.387
C -3.31889 0.63357 -7.16718 -0.738
H -4.04038 1.20765 -7.75063 0.437
C -3.16589 -0.73948 -7.37454 -0.510
H -3.76411 -1.24283 -8.13761 0.415
C -2.23334 -1.45144 -6.60923 -0.744
H -2.10810 -2.52236 -6.78004 0.421
C -1.46088 -0.80845 -5.64114 -0.688
H -0.75619 -1.37003 -5.01928 0.369
C -1.08602 3.12208 -4.17258 -0.063
C -2.34335 3.24017 -3.55767 -0.314
H -2.96481 2.35102 -3.41496 0.727
C -2.79312 4.49449 -3.14581 -0.867
H -3.75990 4.57556 -2.64377 0.475
C -2.02885 5.63605 -3.39915 -0.723
H -2.39869 6.62446 -3.10681 0.486
C -0.80896 5.52056 -4.06989 -0.818
H -0.21872 6.40616 -4.31076 0.484
C -0.32846 4.26836 -4.45982 -0.635
H 0.61365 4.17971 -5.01078 0.493
C 1.16362 1.63434 -5.21290 0.106
C 1.20347 1.84104 -6.60414 -0.726
H 0.26784 1.83523 -7.17253 0.494
C 2.42625 2.06155 -7.23915 -0.747
H 2.43670 2.25134 -8.31274 0.442
C 3.61913 2.04304 -6.51086 -0.862
H 4.57364 2.20241 -7.01370 0.435
C 3.58109 1.83390 -5.12739 -1.391
H 4.50011 1.84260 -4.54429 0.563
C 2.36108 1.62799 -4.47470 0.086
H 2.34208 1.44140 -3.39734 0.898
Hf -0.15646 0.01615 -0.49635 -0.599
C 0.51718 2.06893 0.80392 -0.928
C 0.71171 3.21948 0.14995 0.395
H 0.59178 2.01117 1.90780 0.142
C 0.61006 3.14038 -1.37759 2.408
O 1.89691 3.54579 -1.90634 -0.790
H 1.86284 3.61370 -2.87333 0.310
C 0.30282 1.75221 -1.70434 -0.355
H -0.20647 3.78972 -1.74660 -0.820
C -0.07555 0.85945 -2.59265 0.604
Cl -0.21853 -0.62127 1.88673 -0.410
Cl -1.15333 -1.96567 -1.47986 -0.395
P -2.69113 0.58659 0.12675 0.913
C -3.45191 -0.71226 1.16387 -1.342
H -3.08234 -0.62953 2.19136 0.377
H -3.17336 -1.69663 0.77201 0.337
H -4.54238 -0.60212 1.14033 0.507
C -2.90916 2.08574 1.13817 -1.195
H -2.58605 2.96039 0.55852 0.167
H -2.26785 2.00741 2.02545 0.281
H -3.96022 2.19869 1.43714 0.535
C -3.89469 0.75086 -1.22885 -1.129
H -3.62812 0.03475 -2.02123 0.258
H -3.86452 1.77310 -1.62990 0.114
H -4.90140 0.52166 -0.84684 0.637
P 1.14653 4.83219 0.87708 1.421
C 0.94094 4.76343 2.64498 -1.250
C 0.03183 6.02973 0.13149 -1.248
H 1.50873 3.92686 3.07388 0.394
H -0.11976 4.65729 2.91330 0.400
H 1.31905 5.70627 3.06425 0.424
H 0.20695 6.08796 -0.95264 0.264
H 0.23188 7.00750 0.59335 0.503
H -1.01194 5.73873 0.32138 0.364
C 2.83141 5.20594 0.40623 -1.278
H 3.50159 4.43557 0.80763 0.408
H 3.09917 6.19060 0.80993 0.486
H 2.89261 5.19264 -0.68833 0.341
H 0.07044 -0.25629 -2.56752 0.086
C 3.61023 0.43916 2.94781 -1.553
C 3.48854 0.39488 1.44706 0.419
O 2.89077 -0.88300 1.09374 0.145
P 2.23054 -1.10689 -0.36596 0.070
O 2.27524 -2.72241 -0.49266 -0.351
C 1.66473 -3.62349 0.49973 -0.096
C 2.53424 -3.84932 1.70608 -0.989
O 3.45621 -0.63252 -1.33594 -0.249
C 3.63500 -1.18396 -2.66796 0.346
C 4.98984 -0.74713 -3.16840 -1.385
H 2.62994 0.35851 3.42781 0.278
H 4.06449 1.39124 3.23041 0.449
H 4.25147 -0.36652 3.31416 0.355
H 2.86407 1.22220 1.07956 -0.184
H 4.47514 0.45625 0.96853 0.273
H 0.68197 -3.22692 0.79130 0.129
H 1.51390 -4.55785 -0.04895 0.329
H 2.51635 -2.98890 2.37638 0.159
H 2.13983 -4.70858 2.25367 0.426
H 3.56491 -4.07132 1.41933 0.291
H 3.58144 -2.28068 -2.62339 0.322
H 2.82782 -0.81195 -3.31568 -0.057
H 5.78603 -1.21066 -2.57640 0.422
H 5.11386 -1.06730 -4.20614 0.415
H 5.10773 0.33991 -3.12919 0.182
```

Results
LUMO energy in eV: -5.597
Relative energy (zero: lowest compared OMol25 entry of this formula, charge and spin) in kcal per mole: 27.69
Charge: +2

***

Record 4
The following is a quantum chemistry calculation of a structure of composition C35H52MoOP3Sb at a distorted geometry, from the Open Molecules 2025 dataset.

Structure (XYZ):
```
93
Properties=species:S:1:pos:R:3:mulliken_charge:R:1
Mo 0.02825 0.98959 -0.45433 -0.540
P 1.90071 1.30730 0.97670 0.835
P -1.13870 2.69413 -1.46862 1.281
P 1.21637 0.07580 -2.23571 0.932
H -1.47788 -4.31009 0.78945 0.276
C -0.68861 -3.92416 0.13673 -0.030
C 0.55669 -4.41279 0.14413 -0.676
H 0.87439 -5.16547 0.87292 0.352
C 1.51356 1.90826 2.65334 -0.917
C 3.30578 2.36754 0.47864 -1.091
C 2.74023 -0.27331 1.38241 -1.051
C -2.70809 1.87883 -1.96721 -1.172
C -1.72496 4.16568 -0.57309 -1.353
C -0.51512 3.39619 -3.03433 -1.425
C 1.41756 -1.69397 -1.83222 -0.451
C 2.91088 0.63366 -2.65142 -1.408
C 0.41016 0.01664 -3.87258 -0.960
H -0.98490 -3.10710 -0.52259 -0.140
H 1.28901 -4.11285 -0.61094 0.198
H 0.87339 1.19309 3.18748 0.136
H 1.00147 2.87654 2.60379 0.364
H 2.46015 2.02783 3.19812 0.585
H 2.94480 3.39714 0.35750 0.448
H 3.73781 2.03436 -0.47255 0.280
H 4.06345 2.33356 1.27296 0.472
H 2.04462 -0.96314 1.88017 0.055
H 3.56762 -0.04459 2.06957 0.545
H 3.14558 -0.75986 0.48599 0.334
H -2.98185 2.23938 -2.96954 0.634
H -3.50385 2.15469 -1.26094 0.457
H -2.62568 0.78096 -1.99370 -0.172
H -2.10705 4.89433 -1.30082 0.586
H -0.89192 4.61229 -0.01661 0.454
H -2.51622 3.89185 0.13532 0.324
H -0.85244 4.43845 -3.10570 0.522
H -0.89860 2.82681 -3.88946 0.422
H 0.58141 3.37777 -3.05473 0.335
H 1.81875 -2.21168 -2.71557 0.548
H 0.44687 -2.13224 -1.57082 -0.408
H 2.09815 -1.83839 -0.98502 0.361
H 3.23278 0.12189 -3.56950 0.547
H 3.61760 0.39725 -1.84579 0.410
H 2.92041 1.71722 -2.82897 0.419
H 1.02001 -0.61670 -4.53243 0.591
H 0.33551 1.02175 -4.30480 0.433
H -0.59414 -0.41957 -3.79328 -0.087
C -2.32791 -2.09714 -2.60580 0.235
C -3.37963 -1.48111 -3.37068 -0.419
C -3.48070 -1.72927 -4.72599 -0.700
C -2.65614 -2.68400 -5.33627 -0.521
C -1.76457 -3.43837 -4.56381 -0.682
C -1.65566 -3.21979 -3.20426 -0.193
O -1.93152 -1.58736 -1.49783 0.516
H 0.71701 2.45755 -0.22234 -0.003
H -4.01565 -0.76325 -2.85634 0.391
H -4.20759 -1.16971 -5.31634 0.476
H -2.73056 -2.86423 -6.40951 0.490
H -1.14917 -4.21206 -5.02302 0.495
H -1.01069 -3.81957 -2.56563 0.362
C -3.92128 3.49572 4.30372 -0.700
C -2.75031 3.81819 3.60760 -0.876
C -2.14541 2.87035 2.76869 -0.433
C -2.70485 1.59807 2.63414 0.520
C -3.89704 1.28742 3.29233 -0.367
C -4.49821 2.22863 4.14138 -0.774
Sb -1.67256 0.03939 1.45391 1.004
C -0.66088 -0.92071 3.16556 0.872
C 0.08069 -2.08165 2.94144 -0.941
C 0.75610 -2.70944 3.99419 -0.344
C 0.67713 -2.17947 5.28721 -0.868
C -0.08808 -1.03202 5.51991 -0.675
C -0.76125 -0.40422 4.46122 -0.405
C -3.35678 -1.36339 1.33188 0.685
C -3.46314 -2.45179 2.20023 -0.371
C -4.50670 -3.37768 2.03889 -0.444
C -5.44964 -3.20269 1.01974 -0.870
C -5.35794 -2.08745 0.17455 -0.301
C -4.32096 -1.16236 0.34642 -0.262
H -4.38132 4.22760 4.97023 0.442
H -2.29589 4.80545 3.71721 0.454
H -1.23030 3.14372 2.23500 0.450
H -4.36665 0.31051 3.15962 0.444
H -5.41241 1.96632 4.67601 0.461
H 0.12281 -2.53435 1.94704 0.346
H 1.33517 -3.61441 3.79455 0.497
H 1.20930 -2.66397 6.10880 0.439
H -0.16884 -0.61496 6.52628 0.471
H -1.37094 0.48161 4.66067 0.482
H -2.73693 -2.59834 3.00210 0.480
H -4.57096 -4.23450 2.71245 0.521
H -6.25512 -3.92781 0.88310 0.483
H -6.08869 -1.93214 -0.62089 0.542
H -4.28064 -0.28258 -0.29620 0.340
```

Results
LUMO energy (alpha / beta) in eV: -13.485 / -14.783
⟨S²⟩: 2.052
2S+1: 3
Charge: +4